8
Properties=species:S:1:pos:R:3 method="wB97M-V/def2-TZVPD" e_homo_ev=-9.893 relative_energy_ev=1.305 e_lumo_ha=-0.08527 smiles="O=CC(=S)C=O"
O -0.81086 0.99128 1.80846
C -0.45550 1.14890 0.66231
C -0.02159 0.04499 -0.25673
S -0.00248 0.25471 -1.84230
C 0.55093 -1.24059 0.25978
O 0.73656 -1.48682 1.43078
H -0.59869 2.12711 0.12158
H 0.78958 -1.95788 -0.55081